[1]
# C2H5CrO3

C2H5CrO3 as an isolated structure (the ωB97M-V functional and the def2-TZVPD basis, OMol25).

Geometry as XYZ:
```
11
Properties=species:S:1:pos:R:3:forces:R:3:lowdin_spin:R:1
H 1.8498 0.1361 -0.2311 -0.5318 -0.6546 0.1133 0.004
O 1.0768 1.3930 -1.5781 -0.8755 -1.8098 -1.8553 0.023
O 0.6800 2.3396 -0.6914 0.2799 -0.3018 1.4171 0.005
C 1.4223 0.2291 -1.2357 1.0130 1.9798 -0.2841 0.013
H 1.4245 -0.4712 -2.0757 0.3846 -0.0408 0.2207 0.001
Cr -0.4531 1.7931 0.7311 0.2822 2.4129 0.2909 3.902
O -1.4011 0.1859 1.2307 -0.2921 -0.7470 0.2838 0.696
C -1.1956 -1.1080 0.9987 1.7821 -0.4845 -2.8274 0.197
H -2.1895 -1.5875 0.7991 0.2585 -0.1872 0.1428 0.068
H -0.3568 -1.2866 0.1310 -2.1431 0.0273 2.0554 0.002
H -0.8572 -1.6235 1.9214 -0.1579 -0.1943 0.4428 0.091
```
Positions in Å, forces in eV/Å.

Values from the calculation:
LUMO (alpha / beta): -11.27 / -13.34 eV
Spin multiplicity: 6
Frontier orbital gap (alpha / beta): 9.10 / 8.02 eV
HOMO energy (alpha / beta): -0.748 / -0.785 Ha
Net charge: +2
<S²>: 8.7714

[2]
# C26H32BF3O

A 2-piece molecular cluster, C26H32BF3O overall (the ωB97M-V functional and the def2-TZVPD basis, OMol25).

Geometry as XYZ:
```
63
Properties=species:S:1:pos:R:3:forces:R:3:nbo_charge:R:1
C 0.1473 -0.7718 6.1504 -0.0987 0.0508 0.3128 -0.628
C 0.4404 -0.9355 4.6891 0.1034 0.0131 -0.3458 -0.007
C 1.4798 -0.2181 4.1005 -0.1926 -0.1721 0.0315 -0.217
C 1.8171 -0.3758 2.7572 -0.3716 -0.2198 0.2061 -0.022
C 2.9874 0.4390 2.2801 0.4460 0.4051 -0.0567 -0.644
C 1.0865 -1.2759 1.9561 0.1253 0.2595 0.0903 0.033
C 1.4381 -1.4851 0.4873 -0.2623 -0.1444 -0.0083 -0.283
C 2.8272 -2.1051 0.2767 -0.0905 -0.0844 -0.1927 -0.609
C 1.2528 -0.2195 -0.3871 0.4111 -0.9763 0.2212 -0.557
C -0.1337 0.2563 -0.4274 0.1325 0.5753 0.2807 0.211
C -0.5889 1.4730 -0.9572 -0.3239 0.3660 -0.4050 -0.144
C -1.9529 1.8587 -0.6980 0.1974 0.1100 -0.0246 0.144
C -2.8644 0.9704 0.0851 -0.4630 -0.0407 0.3055 -0.664
C -2.4321 3.0754 -1.1508 -0.0075 -0.2795 0.1536 -0.257
C -1.6283 3.9548 -1.8802 0.0942 -0.2456 0.2212 0.119
C -2.1767 5.2715 -2.3300 0.0360 0.2523 -0.1542 -0.647
C -0.3097 3.5840 -2.1563 0.0695 -0.0463 -0.0501 -0.258
C 0.2244 2.3695 -1.7455 -0.2067 -0.0296 0.2710 0.131
C 1.6387 2.0725 -2.1247 0.4202 0.2774 -0.4174 -0.654
C 0.0326 -2.0086 2.5440 0.1533 0.2217 -0.0302 -0.017
C -0.7595 -3.0245 1.7633 -0.2423 -0.2534 -0.0611 -0.638
C -0.2867 -1.8183 3.8884 0.2512 0.1720 0.0867 -0.222
H -0.6960 -1.4011 6.4487 0.1108 0.1092 0.0249 0.215
H 1.0151 -1.0499 6.7638 -0.1869 0.0188 -0.1518 0.221
H -0.0950 0.2699 6.3966 0.0076 -0.1873 -0.0546 0.217
H 2.0597 0.4805 4.7088 -0.1148 -0.1760 -0.1070 0.201
H 3.3008 0.2314 1.2592 -0.0497 0.0677 0.2671 0.211
H 2.7705 1.5156 2.3473 -0.0085 -0.2150 0.0053 0.216
H 3.8605 0.2586 2.9255 -0.2340 0.0253 -0.1791 0.229
H 0.7389 -2.2181 0.0759 0.1113 0.1300 0.0595 0.268
H 2.9316 -2.9880 0.9190 0.0471 0.1805 -0.1446 0.219
H 2.9114 -2.4194 -0.7722 0.0605 0.0519 0.2897 0.249
H 3.6389 -1.4072 0.5066 -0.0822 -0.2993 -0.0753 0.190
H 1.9210 0.5768 -0.0280 -0.3131 -0.0372 -0.3433 0.247
H 1.5606 -0.5066 -1.4044 0.0574 0.1655 0.1260 0.315
H -0.8067 -0.2958 0.2347 0.0665 0.2234 -0.3549 0.220
H -3.7926 1.5087 0.3101 0.1861 -0.1776 -0.0573 0.229
H -3.1349 0.0703 -0.4822 0.1268 0.1660 0.0861 0.251
H -2.4265 0.6666 1.0448 -0.1048 0.0328 -0.2199 0.230
H -3.4600 3.3544 -0.9142 0.2404 -0.0584 -0.1110 0.219
H -1.4283 5.8254 -2.9024 -0.1514 -0.0259 0.0644 0.224
H -3.0652 5.1370 -2.9589 0.1644 -0.0405 0.1126 0.239
H -2.4820 5.8883 -1.4751 0.0773 -0.1730 -0.1115 0.238
H 0.3287 4.2758 -2.7121 -0.2195 -0.2605 0.1116 0.218
H 1.9886 2.8252 -2.8414 -0.1265 -0.1434 0.1388 0.226
H 2.3177 2.1344 -1.2630 -0.1952 -0.1604 -0.1669 0.233
H 1.7544 1.0939 -2.6040 -0.0429 0.1669 0.2017 0.254
H -1.4611 -3.5358 2.4320 0.1216 0.0872 -0.1338 0.216
H -1.3593 -2.5708 0.9609 0.1893 -0.1196 0.0790 0.207
H -0.1236 -3.7914 1.3015 -0.1507 0.2433 0.0257 0.242
H -1.1123 -2.3875 4.3204 0.2323 0.1153 -0.0596 0.205
F 0.5230 -4.0180 -3.7661 0.8434 -0.8355 -0.0258 -0.540
B 0.5287 -3.0595 -2.7747 -2.2036 1.2232 -0.8102 1.164
F 0.2049 -3.5587 -1.4996 0.6767 -0.3892 0.2920 -0.559
F 1.6751 -2.2413 -2.7796 0.7786 -0.3550 0.3143 -0.560
C -0.7023 -2.0409 -3.1848 -0.3157 0.4768 0.7548 -0.306
C -1.4828 -1.3277 -2.2961 0.8851 -0.5995 -0.8261 0.020
O -2.3154 -0.4579 -2.9456 -0.5785 0.1285 -0.7001 -0.463
C -2.1012 -0.6604 -4.2911 0.9064 -0.8528 0.1100 0.087
C -1.1375 -1.6211 -4.4896 -0.5888 0.7903 0.8945 -0.294
H -1.6321 -1.5126 -1.2397 -0.2397 0.1517 -0.2436 0.201
H -2.6725 -0.1093 -5.0251 -0.1329 0.1833 0.4859 0.198
H -0.7822 -2.0205 -5.4268 -0.0312 0.1574 -0.0020 0.234
```
Positions in Å, forces in eV/Å.

Values from the calculation:
LUMO: -2.30 eV
Spin multiplicity: 1
Frontier orbital gap: 5.69 eV
HOMO energy: -0.294 Ha
Net charge: 0

[3]
# C17H48O7

A 7-piece molecular cluster, C17H48O7 overall (the ωB97M-V functional and the def2-TZVPD basis, OMol25).

Geometry as XYZ:
```
72
Properties=species:S:1:pos:R:3:forces:R:3:lowdin_charge:R:1
C 1.3194 2.9986 -1.4226 -0.1646 0.0902 -0.6987 -0.056
C 2.3262 3.0254 -0.2877 -1.3524 -1.2484 -0.1784 -0.450
C 1.7523 3.6577 0.9437 0.2591 1.4163 -0.1251 -0.051
O 2.5746 1.6595 0.1057 0.8092 -0.1794 -0.5759 -0.076
H 1.6203 2.4073 -2.2875 0.5715 0.0610 0.0127 0.084
H 1.1391 4.0140 -1.7755 -0.0955 0.0551 0.0011 0.087
H 0.3564 2.5526 -1.1742 -0.0197 0.1619 0.6044 0.055
H 3.2716 3.4345 -0.6440 -0.0727 0.4125 0.1714 0.143
H 0.8625 3.1614 1.3309 0.1704 -0.3179 -0.1997 0.084
H 1.4306 4.6631 0.6725 0.1031 0.3142 0.3331 0.087
H 2.5249 3.6936 1.7118 -0.2422 0.1820 0.1779 0.082
H 3.5182 1.6643 0.2821 -0.0097 -0.7118 0.3001 0.101
C 0.1744 -2.3896 -5.5642 0.4556 0.2874 -0.3390 -0.053
C -0.4007 -2.1739 -4.1555 -0.3708 1.0881 -0.5412 -0.513
C -1.8164 -1.5827 -4.0201 0.5940 -0.1768 -0.9436 -0.035
O -0.3245 -3.3887 -3.5058 0.2403 -1.4888 1.2540 -0.053
H 1.1958 -2.7474 -5.4338 0.0666 -0.0338 0.1123 0.075
H 0.2638 -1.5338 -6.2333 -0.2638 0.4035 0.3101 0.073
H -0.3059 -3.1605 -6.1667 -0.5097 -0.1240 0.3338 0.076
H 0.2690 -1.5146 -3.6033 0.2329 0.0427 -0.0273 0.127
H -1.8031 -0.5180 -4.2528 -0.1439 0.0081 -0.0101 0.067
H -2.2422 -1.7292 -3.0275 0.2148 -0.0228 0.0077 0.075
H -2.4320 -2.0898 -4.7630 -0.4019 0.0760 0.0430 0.079
H -1.0279 -3.9708 -3.8024 -0.1125 -0.0362 -0.1273 0.097
C -0.5171 -5.6612 -0.1613 -0.1952 0.6492 -0.8249 -0.047
C -0.5766 -4.1202 0.0424 -0.4850 -0.0440 0.9606 -0.454
C -1.9838 -3.5506 0.4227 0.9876 -0.4767 -0.7667 -0.041
O 0.2863 -3.7780 1.1267 0.0690 0.1141 0.6262 -0.080
H -1.1352 -6.0035 -0.9913 -0.5119 0.1854 0.0820 0.067
H -0.7930 -6.2120 0.7379 -0.0080 0.2195 0.0498 0.080
H 0.4601 -5.9999 -0.5055 0.3813 0.2614 0.3926 0.069
H -0.2008 -3.5210 -0.7870 -0.2905 -0.5501 -0.6771 0.107
H -2.6516 -3.7727 -0.4097 -0.2434 -0.0982 0.1281 0.074
H -1.9301 -2.4651 0.5054 0.0905 -0.0573 0.0841 0.046
H -2.3743 -3.9470 1.3599 0.0916 -0.1755 -0.0932 0.083
H 1.1899 -3.9873 0.8792 0.0716 -0.0772 -0.0314 0.086
C 2.1897 1.3757 3.6267 0.5072 0.8150 1.4732 -0.033
C 2.4984 1.8740 5.1137 -0.1494 -0.3075 -1.4887 -0.452
C 3.8826 1.4318 5.6039 -0.8070 0.2861 -0.1991 -0.064
O 2.4081 3.2977 5.1137 -0.0348 0.2282 -0.7165 -0.064
H 2.9800 1.7249 2.9622 0.2663 -0.2023 0.0912 0.056
H 1.2773 1.7974 3.2051 -0.1787 -0.1569 0.4747 0.061
H 2.1372 0.2870 3.6285 0.0043 0.0464 -0.1269 0.071
H 1.7314 1.4640 5.7708 -0.1016 -0.1118 0.0643 0.128
H 3.9614 0.3450 5.5733 0.1045 0.0103 0.1850 0.077
H 3.9628 1.8145 6.6214 0.3652 -0.2667 0.1262 0.072
H 4.6671 1.8767 4.9918 -0.0225 -0.0052 -0.0270 0.077
H 2.3464 3.6949 5.9855 0.0398 -0.4291 0.1958 0.084
C -2.3670 3.5418 -1.9993 -0.0457 -0.7266 -0.0526 -0.047
C -2.6849 2.0485 -2.0480 1.3815 -0.1046 0.3557 -0.529
C -3.3213 1.5219 -0.7779 -0.5465 0.4825 -0.2006 -0.041
O -3.4241 1.7690 -3.2084 -1.3641 -0.4031 -0.2359 -0.048
H -3.3102 4.0772 -1.8905 0.1186 0.2021 0.0874 0.086
H -1.9144 3.7971 -2.9574 0.0902 0.3180 0.0395 0.077
H -1.6682 3.7672 -1.1938 -0.1324 0.1698 0.0228 0.069
H -1.7767 1.4547 -2.1514 0.6732 0.1921 0.0956 0.110
H -3.6035 0.4744 -0.8841 -0.1364 0.0779 0.0174 0.080
H -4.1786 2.1467 -0.5273 -0.3662 -0.2582 -0.0135 0.082
H -2.6485 1.6202 0.0740 0.2777 -0.0683 -0.1677 0.078
H -2.8977 1.9721 -3.9851 0.0800 0.0888 0.0810 0.084
C -0.0107 -0.3530 -0.2454 0.0859 -0.8085 -0.9172 -0.130
O 0.0560 0.6331 0.7491 -0.0476 -0.0390 -0.4713 -0.129
H 0.5314 -1.2751 -0.0357 0.1120 -0.0900 0.6697 0.078
H -1.0401 -0.6582 -0.4334 -0.0645 0.3561 -0.0837 0.074
H 0.4781 0.0098 -1.1495 -0.3838 0.1659 -0.3716 0.077
H 0.9096 1.0376 0.5780 0.5612 0.3668 0.5974 0.031
C -0.8443 -1.2561 3.3378 -0.4422 -0.1779 0.2211 -0.177
O -1.1777 0.0287 2.9553 -0.7113 1.3107 -0.1111 -0.134
H -1.4682 -1.3408 4.2275 0.4977 -0.9313 0.3065 0.083
H -1.1176 -2.0106 2.6002 -0.1101 -0.1452 0.0190 0.047
H 0.2241 -1.3701 3.5213 0.1610 -0.1091 0.3772 0.069
H -0.8082 0.2657 2.1016 0.4030 0.0150 -0.1425 -0.001
```
Positions in Å, forces in eV/Å.

Values from the calculation:
LUMO: 0.44 eV
SMILES string: CC(C)O.CC(C)O.CC(C)O.CC(C)O.CC(C)O.CO.CO
Spin multiplicity: 1
Frontier orbital gap: 9.50 eV
HOMO energy: -0.333 Ha
Net charge: 0
Energy relative to the best compared isomer or geometry (same formula, charge and spin): 109.66 kJ/mol

| no. | molecular weight (g/mol) |
| --- | --- |
| 1 | 129.06 |
| 2 | 428.35 |
| 3 | 364.56 |